# 1
ORCA calculation (ωB97M-V/def2-TZVPD) on C42H39ClN9PbSSb as an isolated structure in a non-equilibrium geometry.

```
! wB97M-V def2-TZVPD RIJCOSX def2/J DEFGRID3
* xyz 0 1
C -3.466 -0.942 -2.976
C 3.782 3.750 2.716
H -2.853 -0.302 -3.606
H -5.552 0.066 -3.270
C 2.399 -3.409 0.175
S -2.657 0.990 1.035
H 3.691 -5.007 0.761
H 3.337 1.032 4.677
H -2.915 4.920 -1.331
C -4.701 -2.843 -3.211
C -0.365 3.344 0.221
C 2.356 2.632 -1.403
N -3.463 -2.331 -3.394
C -4.556 -1.025 0.910
C -3.068 -0.812 0.842
C 4.139 3.882 -3.132
N -4.713 -0.275 -1.301
C 3.457 -4.325 -0.043
C -2.166 5.422 0.610
H -1.860 3.398 -2.839
C 4.017 0.773 -0.962
C 2.903 4.456 -2.886
H 4.953 -5.029 -1.398
Cl -0.035 -0.169 -3.547
C -5.358 -0.809 -0.117
N -2.489 -1.524 1.913
Sb 1.004 1.706 -0.006
H 2.628 5.388 -3.363
H -0.417 2.479 -2.392
H 3.273 -0.011 -1.114
H 1.055 4.287 -1.821
C 3.232 1.693 3.824
C 3.604 2.049 -1.645
H 1.878 -4.304 4.135
H 2.865 4.049 0.806
C -2.185 4.686 -0.564
H 5.450 2.241 -2.706
H -4.660 0.752 -1.210
N 1.800 -3.495 1.392
C -1.255 5.108 1.606
C -1.017 -3.309 5.643
H 2.469 -1.795 -2.686
H 4.302 -3.372 -3.171
H 4.313 4.693 2.690
C 4.482 2.689 -2.513
C 2.017 3.829 -2.021
H -5.988 -4.519 -3.207
H 4.839 4.360 -3.806
H 2.068 -0.666 2.004
C 0.271 -3.224 3.217
C -4.972 -4.272 -3.498
H -4.851 -4.456 -4.566
H 0.619 0.120 2.649
H -1.240 5.665 2.534
N -2.566 -1.052 -0.527
H 0.712 -4.366 6.342
H -6.429 -0.927 -0.146
H 4.121 0.934 0.114
H -4.255 -4.901 -2.970
H 0.342 3.816 2.193
H 1.842 -0.526 3.747
H -2.636 -2.242 4.669
C -3.320 -0.780 -1.478
C 3.911 2.901 3.805
C 4.146 -4.327 -1.227
N 2.090 -2.513 -0.789
H 4.542 3.179 4.640
C 2.409 1.311 2.767
C 0.242 -3.886 5.493
H 4.971 0.412 -1.344
N -0.305 -2.310 1.161
C 1.694 -0.013 2.798
C -1.656 -2.692 4.574
C 2.964 3.385 1.657
N -5.616 -1.991 -2.846
H -2.458 -2.967 -4.976
H -1.535 -2.481 -3.734
C 2.778 -2.528 -1.944
H -4.927 -1.375 1.862
C 0.903 -3.853 4.272
H -1.998 1.932 -1.847
C -1.297 3.636 -0.777
C -4.999 -0.714 -2.749
C 0.671 -3.002 1.810
C -0.988 -2.659 3.367
C -0.361 4.066 1.409
C -1.361 -2.093 2.052
C 3.798 -3.402 -2.216
H -2.867 6.236 0.752
Pb 0.037 -1.097 -0.854
C 2.275 2.176 1.679
C -1.392 2.823 -2.039
H -1.507 -3.335 6.608
N -2.378 -3.008 -3.963
*
```

## Properties
Energy   -92739.092 eV
HOMO energy   -7.235 eV

These are the Löwdin partial charges, in e, on atoms 1 to 2:
1 C -0.101
2 C -0.083

=====

# 2
ORCA calculation (ωB97M-V/def2-TZVPD) on the molecule C8H16BNO in a non-equilibrium geometry.

```
! wB97M-V def2-TZVPD RIJCOSX def2/J DEFGRID3
* xyz 0 1
H -1.582 1.935 -0.899
H 2.239 1.302 2.516
H -1.422 3.852 0.658
H 1.027 0.893 3.564
H 1.233 -0.149 -2.200
H 0.315 -3.539 -1.823
H 0.261 -1.112 -3.261
H -2.293 -0.990 -0.820
H 1.787 -2.472 -1.671
H -0.510 2.519 2.864
N 0.457 1.211 1.667
C -1.046 1.786 -0.065
B -0.163 0.660 0.502
C -0.970 2.818 0.782
C -0.056 2.496 1.865
H -1.812 -2.362 -1.881
C -0.026 -1.502 -1.124
C 0.269 -0.531 -2.354
O 0.440 -0.812 0.137
H -1.635 -2.341 -0.108
H 1.353 -0.335 2.361
C -1.509 -1.827 -0.981
H 0.861 3.267 1.624
H -0.413 0.446 -2.313
C 1.376 0.691 2.568
H 0.995 -3.162 -0.340
C 0.822 -2.740 -1.270
*
```

## Properties
Structure (SMILES)   CN1CC=CB1OC(C)(C)C
Energy   -12768.854 eV
HOMO energy   -8.811 eV

These are the Löwdin partial charges, in e, on atoms 1 to 2:
1 H 0.042
2 H 0.087

=====

# 3
ORCA calculation (ωB97M-V/def2-TZVPD) on the molecule C4H5NO2 in a non-equilibrium geometry.

```
! wB97M-V def2-TZVPD RIJCOSX def2/J DEFGRID3
* xyz 0 1
O -0.373 0.696 1.154
C 1.716 0.311 0.682
C -0.267 -0.097 -0.034
C -1.255 -1.048 -1.715
H 1.584 -0.912 -1.163
N 0.863 0.878 1.533
H -1.290 -2.150 -1.316
H 2.781 0.171 0.986
H -0.435 -0.690 -2.399
H -2.319 -0.888 -2.110
C 1.077 -0.224 -0.392
O -1.376 -0.112 -0.650
*
```

## Properties
Structure (SMILES)   COc1ccno1
Energy   -9810.583 eV
HOMO energy   -8.738 eV

These are the Löwdin partial charges, in e, on atoms 1 to 2:
1 O 0.035
2 C -0.175

=====

In the order shown, the computed relative energy (zero: lowest compared OMol25 entry of this formula, charge and spin) values come out to 414.1; 220.1; 360.1 kJ/mol.